Below is a single C3H4N2S molecule in a non-equilibrium geometry, with properties calculated with wB97M-V/def2-TZVPD.

Bonds (Å) are listed after each position.
CARTESIAN COORDINATES (ANGSTROEM)
1 N -1.2590 1.5981 1.6469  C2 1.169
2 C -0.3872 1.2760 0.9373  N1 1.169, C3 1.475
3 C 0.6857 0.6903 0.1114  C2 1.475, C4 1.514, H7 1.089, H8 1.084
4 C 0.3296 -0.5761 -0.6380  C3 1.514, N5 1.303, S6 1.640
5 N -0.7881 -1.0974 -0.2188  C4 1.303, H9 1.000, H10 1.026
6 S 1.2442 -1.2493 -1.8219  C4 1.640
7 H 1.0711 1.4407 -0.5776  C3 1.089
8 H 1.5089 0.4272 0.7658  C3 1.084
9 H -1.0360 -1.9838 -0.6100  N5 1.000
10 H -1.3692 -0.5256 0.4050  N5 1.026

For the HOMO energy, the calculation gives -8.9 eV. The calculation puts the molar mass at 100.15 g/mol. As for the electronic energy: -624.40455 Ha. The SMILES is N#CCC(N)=S. The energy above the lowest of the compared OMol25 structures with the same formula, charge and spin comes out at 55.77 kJ/mol. Its charge is 0. The calculation puts the orbital gap at 9.410 eV.

These are the Löwdin partial charges, in e, on atoms 1 to 6: atom 1 (N): 0.1539, atom 2 (C): -0.2098, atom 3 (C): -0.1757, atom 4 (C): -0.9430, atom 5 (N): 0.0917, atom 6 (S): 0.6330